(1)
ORCA calculation (ωB97M-V/def2-TZVPD) on a 3-piece molecular cluster, C6H14O2 overall.

ORCA input file:
```
! wB97M-V def2-TZVPD RIJCOSX def2/J DEFGRID3
* xyz 0 1
C 0.355 -0.458 -3.181
C -0.492 -1.530 -2.473
C -1.410 0.046 1.596
C -0.476 -0.872 1.350
C -0.108 -1.383 0.004
C -0.811 -1.096 -1.083
H -0.171 0.105 -3.951
H 1.254 -0.909 -3.599
H 0.731 0.372 -2.577
H 0.051 -2.477 -2.477
H -1.372 -1.788 -3.057
H -1.814 0.469 2.508
H -2.129 0.373 0.842
H 0.120 -1.154 2.209
H 0.766 -2.015 0.031
H -1.570 -0.325 -0.995
H -0.017 1.398 1.307
H -0.642 2.726 0.597
O -0.052 2.371 1.260
H 1.943 0.902 2.458
H 1.643 2.335 1.927
O 2.353 1.726 2.202
*
```

Structure (SMILES): C=C/C=C/CC.O.O
E_LUMO: 0.4056 eV
F_max: 2.1 eV/A
E_HOMO: -9.078 eV

natural (NBO) population analysis, charges in e, atoms 1 to 6:
1. C -0.615
2. C -0.449
3. C -0.421
4. C -0.217
5. C -0.256
6. C -0.112

(2)
ORCA calculation (ωB97M-V/def2-TZVPD) on a 3-piece molecular cluster, C6H14O2 overall.

ORCA input file:
```
! wB97M-V def2-TZVPD RIJCOSX def2/J DEFGRID3
* xyz 0 1
C 1.510 -1.439 1.310
C -0.977 -0.032 -1.362
C 0.049 1.193 1.063
C 2.790 -0.934 1.899
C -0.930 1.280 -2.132
C -2.353 -0.340 -0.792
O 0.105 0.400 1.980
O 1.257 -1.436 0.117
H -0.137 -0.225 -0.614
H 0.905 -2.043 2.009
H -0.702 -0.837 -2.051
H 0.946 1.501 0.507
H -0.862 1.771 0.862
H 2.565 -0.282 2.740
H 3.366 -1.775 2.277
H 3.379 -0.393 1.156
H -1.610 1.244 -2.984
H -1.250 2.122 -1.516
H -3.083 -0.456 -1.593
H -2.332 -1.262 -0.217
H 0.072 1.476 -2.510
H -2.708 0.466 -0.149
*
```

Structure (SMILES): CC=O.C=O.CCC
E_LUMO: 0.6666 eV
F_max: 1.8 eV/A
E_HOMO: -9.697 eV

natural (NBO) population analysis, charges in e, atoms 1 to 6:
1. C 0.473
2. C -0.428
3. C 0.292
4. C -0.723
5. C -0.613
6. C -0.609

(3)
ORCA calculation (ωB97M-V/def2-TZVPD) on a 2-piece molecular cluster, C6H14O9S2 overall.

ORCA input file:
```
! wB97M-V def2-TZVPD RIJCOSX def2/J DEFGRID3
* xyz 0 1
O 3.461 -0.999 1.901
S 3.155 0.214 1.235
O 3.529 0.414 -0.123
O 3.678 1.453 2.091
C 2.622 2.382 2.393
C 1.466 1.964 1.490
C 0.063 2.306 1.986
O -0.424 1.326 2.881
O -1.210 0.411 2.132
O 1.609 0.526 1.429
H 2.386 2.302 3.455
H 2.973 3.384 2.149
H 1.617 2.340 0.474
H 0.079 3.248 2.541
H -0.609 2.394 1.132
H -0.554 -0.245 1.841
O -0.006 -0.546 -1.102
S -0.594 -1.091 -2.291
O -1.248 -0.215 -3.212
O -1.581 -2.263 -1.873
C -2.578 -1.967 -0.862
C -3.745 -1.175 -1.409
C 0.584 -2.074 -3.146
H -2.095 -1.452 -0.031
H -2.896 -2.947 -0.514
H -3.446 -0.169 -1.696
H -4.518 -1.101 -0.643
H -4.164 -1.667 -2.286
H 1.055 -2.751 -2.440
H 1.315 -1.385 -3.565
H 0.074 -2.615 -3.938
*
```

Structure (SMILES): O=S1(=O)OC[C@H](COO)O1.CCOS(C)(=O)=O
E_LUMO: 0.6574 eV
F_max: 0.3 eV/A
E_HOMO: -10.953 eV

natural (NBO) population analysis, charges in e, atoms 1 to 6:
1. O -0.889
2. S 2.560
3. O -0.907
4. O -0.694
5. C -0.090
6. C 0.024

(4)
ORCA calculation (ωB97M-V/def2-TZVPD) on a 2-piece molecular cluster, C6H14OS overall.

ORCA input file:
```
! wB97M-V def2-TZVPD RIJCOSX def2/J DEFGRID3
* xyz 1 2
C -1.233 1.983 0.988
C -1.664 0.705 0.897
O -0.929 -0.278 1.525
C -2.964 0.354 0.224
H -1.942 2.665 0.626
H -0.317 2.402 1.444
H -1.154 -1.149 1.136
H -3.560 1.275 0.044
H -2.857 -0.174 -0.743
H -3.562 -0.272 0.898
C 3.175 -0.606 0.695
C 1.822 -0.660 -0.016
S 2.029 -0.526 -1.808
C 0.251 -0.582 -2.237
H 3.025 -0.451 1.773
H 3.860 0.187 0.330
H 3.684 -1.575 0.574
H 1.138 0.110 0.372
H 1.405 -1.648 0.215
H -0.134 -1.572 -1.962
H -0.231 0.206 -1.651
H 0.157 -0.394 -3.325
*
```

E_LUMO (alpha / beta): -3.4172 / -8.2800 eV
F_max: 1.8 eV/A
E_HOMO (alpha / beta): -12.185 / -12.155 eV

natural (NBO) population analysis, charges in e, atoms 1 to 6:
1. C -0.501
2. C 0.298
3. O -0.694
4. C -0.688
5. H 0.208
6. H 0.221

(5)
ORCA calculation (ωB97M-V/def2-TZVPD) on one molecule with the formula C6H14S.

ORCA input file:
```
! wB97M-V def2-TZVPD RIJCOSX def2/J DEFGRID3
* xyz 0 1
C -0.585 1.642 0.800
C -0.926 -0.973 1.720
C -1.146 0.297 -2.084
C 1.449 0.137 2.113
C -0.060 -0.715 -1.736
C 1.127 -0.388 -0.839
S 0.003 0.066 0.930
H -0.553 2.024 -0.243
H -1.436 1.915 1.402
H -0.369 -1.875 1.858
H -1.776 -1.143 1.063
H -1.747 -0.118 -2.945
H -1.732 0.629 -1.232
H -0.784 1.347 -2.448
H 1.015 0.242 3.105
H 2.021 -0.795 2.298
H 2.087 0.998 1.967
H 0.514 -0.990 -2.626
H -0.678 -1.539 -1.366
H 1.862 -1.269 -0.547
H 1.718 0.507 -1.188
*
```

Structure (SMILES): C=S(=C)(C)CCC
E_LUMO: 0.6350 eV
F_max: 5.1 eV/A
E_HOMO: -7.460 eV

natural (NBO) population analysis, charges in e, atoms 1 to 6:
1. C -1.037
2. C -0.981
3. C -0.626
4. C -0.816
5. C -0.469
6. C -0.473

(6)
ORCA calculation (ωB97M-V/def2-TZVPD) on one molecule with the formula C6H15B.

ORCA input file:
```
! wB97M-V def2-TZVPD RIJCOSX def2/J DEFGRID3
* xyz 0 1
B -1.622 -0.350 0.279
C 1.362 0.305 -1.169
C 1.324 1.420 1.100
C -2.499 0.955 -0.022
C 0.117 -2.141 -0.298
C 1.268 0.082 0.310
C -0.050 -0.795 0.500
H -2.325 -1.384 0.439
H 0.010 -1.331 1.568
H 1.880 1.224 -1.467
H 1.900 -0.405 -1.706
H 0.266 0.305 -1.414
H 2.249 1.918 1.129
H 0.502 2.085 0.648
H 1.016 1.183 2.162
H -3.385 0.699 -0.484
H -2.006 1.640 -0.686
H -2.702 1.447 0.910
H -0.457 -3.034 -0.028
H 1.208 -2.413 -0.256
H -0.083 -1.964 -1.287
H 2.193 -0.461 0.701
*
```

Structure (SMILES): CB[C@@H](C)C(C)C
E_LUMO: 0.7147 eV
F_max: 4.2 eV/A
E_HOMO: -10.313 eV

natural (NBO) population analysis, charges in e, atoms 1 to 6:
1. B 0.691
2. C -0.615
3. C -0.598
4. C -1.005
5. C -0.593
6. C -0.208

(7)
ORCA calculation (ωB97M-V/def2-TZVPD) on a 2-piece molecular cluster, C6H15Br2OP overall.

ORCA input file:
```
! wB97M-V def2-TZVPD RIJCOSX def2/J DEFGRID3
* xyz 0 1
C -3.858 1.611 1.219
C -2.636 2.491 0.980
P -1.088 1.552 1.510
C 0.441 0.609 2.018
Br -1.047 0.501 -0.562
Br 0.025 3.536 1.781
H -3.653 0.587 0.900
H -4.723 1.985 0.679
H -4.079 1.557 2.285
H -2.688 3.408 1.562
H -2.531 2.724 -0.076
H -1.838 0.917 2.550
H 0.354 0.446 3.091
H 1.354 1.129 1.761
H 0.396 -0.363 1.532
C 3.412 -3.085 -2.660
C 2.904 -2.114 -1.620
O 3.567 -1.818 -0.654
C 1.528 -1.533 -1.842
H 4.406 -3.428 -2.385
H 2.740 -3.941 -2.733
H 3.454 -2.599 -3.636
H 0.786 -2.333 -1.879
H 1.499 -0.989 -2.788
H 1.276 -0.852 -1.032
*
```

Structure (SMILES): CC[PH](C)(Br)Br.CC(C)=O
E_LUMO: 0.2636 eV
F_max: 0.6 eV/A
E_HOMO: -9.472 eV

natural (NBO) population analysis, charges in e, atoms 1 to 6:
1. C -0.632
2. C -0.684
3. P 1.063
4. C -0.916
5. Br -0.309
6. Br -0.281

(8)
ORCA calculation (ωB97M-V/def2-TZVPD) on a 2-piece molecular cluster, C6H15BrSi overall.

ORCA input file:
```
! wB97M-V def2-TZVPD RIJCOSX def2/J DEFGRID3
* xyz 0 1
C 1.205 0.269 -2.338
C -0.150 2.194 -0.173
C 1.121 -1.987 0.133
C -1.792 -0.702 -0.427
C -0.772 -0.476 2.461
C 0.703 1.114 0.208
Si -0.061 -0.600 0.531
Br 2.434 1.583 0.719
H 0.850 -0.638 -2.761
H 2.304 0.344 -2.043
H 0.829 1.249 -2.501
H -0.416 2.711 0.706
H 0.193 2.935 -0.843
H -1.154 1.874 -0.407
H 1.345 -1.770 -0.889
H 2.025 -1.975 0.690
H 0.604 -3.025 0.181
H -2.344 0.074 0.090
H -1.664 -0.221 -1.342
H -2.288 -1.685 -0.539
H -1.780 -0.163 2.375
H -0.841 -1.373 3.097
H -0.349 0.268 3.071
*
```

E_LUMO (alpha / beta): 0.1534 / 0.1501 eV
F_max: 3.4 eV/A
E_HOMO (alpha / beta): -7.715 / -8.670 eV

natural (NBO) population analysis, charges in e, atoms 1 to 6:
1. C -0.548
2. C -0.733
3. C -1.124
4. C -1.067
5. C -1.051
6. C -0.460

(9)
ORCA calculation (ωB97M-V/def2-TZVPD) on a 2-piece molecular cluster, C6H15Cl3NSi overall.

ORCA input file:
```
! wB97M-V def2-TZVPD RIJCOSX def2/J DEFGRID3
* xyz 1 1
C 1.208 -0.799 -3.592
C -1.473 1.287 0.606
C 0.730 1.320 1.768
C 1.030 -1.049 -2.087
C 0.374 0.035 -1.236
C 0.097 -0.571 0.154
N -0.276 0.510 1.075
Si -1.546 -0.722 3.181
Cl 0.106 -0.784 4.265
Cl -2.849 0.699 3.668
Cl -2.064 -2.368 2.276
H 1.952 -0.055 -3.813
H 0.322 -0.509 -4.052
H 1.729 -1.565 -4.020
H -2.311 0.559 0.550
H -1.588 2.061 1.498
H -1.285 1.796 -0.329
H 1.561 0.601 2.093
H 1.095 2.179 1.141
H 0.531 1.691 2.795
H 0.437 -1.925 -2.028
H 1.976 -1.344 -1.757
H 0.783 1.044 -1.207
H -0.607 0.184 -1.569
H -0.809 -1.155 0.079
H 0.877 -1.120 0.540
*
```

E_LUMO: -4.6238 eV
F_max: 3.7 eV/A
E_HOMO: -13.176 eV

natural (NBO) population analysis, charges in e, atoms 1 to 6:
1. C -0.598
2. C -0.426
3. C -0.456
4. C -0.393
5. C -0.413
6. C -0.202

(10)
ORCA calculation (ωB97M-V/def2-TZVPD) on a 2-piece molecular cluster, C6H15ClNO2 overall.

ORCA input file:
```
! wB97M-V def2-TZVPD RIJCOSX def2/J DEFGRID3
* xyz -1 1
Cl 0.874 -20.269 -17.567
C 1.171 -16.006 -18.800
O 1.532 -15.608 -17.473
C 0.980 -16.450 -16.422
C 1.345 -17.930 -16.423
N 2.865 -17.887 -16.521
C 3.320 -19.035 -17.276
C 4.828 -19.026 -17.450
O 5.274 -17.943 -18.279
C 6.702 -18.100 -18.421
H 0.106 -16.054 -19.029
H 1.470 -17.032 -19.013
H 1.666 -15.360 -19.525
H -0.108 -16.398 -16.396
H 1.369 -15.939 -15.541
H 0.810 -18.443 -17.222
H 1.052 -18.357 -15.464
H 3.043 -17.202 -17.241
H 2.930 -19.137 -18.289
H 3.008 -19.917 -16.719
H 5.145 -19.979 -17.873
H 5.313 -18.845 -16.490
H 7.139 -17.286 -18.999
H 7.006 -19.007 -18.943
H 7.221 -18.071 -17.463
*
```

E_LUMO: 3.3279 eV
F_max: 3.9 eV/A
E_HOMO: -3.448 eV

natural (NBO) population analysis, charges in e, atoms 1 to 6:
1. Cl -0.898
2. C -0.264
3. O -0.559
4. C -0.071
5. C -0.293
6. N -0.638